[1]
Below is a molecular structure, C22H38N4O4S2Si4Tc, with properties calculated with ωB97M-V/def2-TZVPD.

Properties
2S+1: 4
HOMO energy (alpha / beta): -6.82 / -7.26 eV
lowest unoccupied orbital energy (alpha / beta): -0.9 / -1.2 eV
E: -92963.425 eV

Structure (XYZ):
```
75
Properties=species:S:1:pos:R:3:mulliken_spin:R:1
Tc -2.125 0.905 0.277 1.80
O -5.036 1.120 3.159 -0.01
C -3.955 1.063 2.444 -0.06
O -3.998 1.100 1.212 -0.03
C -2.668 1.033 3.132 -0.12
C -2.436 1.308 4.454 0.21
C -1.106 1.544 4.852 -0.09
C -0.092 1.513 3.925 0.22
C -0.378 1.165 2.586 -0.07
N -1.682 0.899 2.221 0.18
C 0.513 1.128 1.529 0.39
O 1.726 1.657 1.650 0.08
O 0.181 0.534 0.340 0.03
H -5.786 1.204 2.552 0.00
H -3.271 1.392 5.143 0.01
H -0.889 1.779 5.889 0.00
H 0.934 1.747 4.193 0.01
H 2.116 1.782 0.770 0.02
C -2.581 3.590 -3.642 0.00
C -2.317 3.068 -2.233 0.01
S -2.387 1.335 -2.037 0.17
C -2.023 3.870 -1.203 0.06
C -1.965 5.375 -1.318 0.00
S -1.674 3.232 0.388 0.12
H -2.755 2.762 -4.329 0.00
H -1.734 4.169 -4.022 0.00
H -3.464 4.234 -3.670 0.00
H -2.110 5.712 -2.345 0.00
H -1.003 5.752 -0.963 0.00
H -2.736 5.835 -0.696 0.00
N -2.700 -1.007 0.001 -0.06
C -3.442 -1.910 -0.143 0.07
N -4.239 -2.878 -0.241 0.04
C -4.480 -3.773 -1.198 -0.01
N -4.727 -4.591 -1.987 0.02
C 3.513 -2.979 1.078 0.00
Si 2.513 -1.505 1.634 -0.01
C 1.253 -2.044 2.906 0.00
C 3.742 -0.361 2.420 0.00
Si 1.318 -0.796 -0.253 0.03
Si 0.220 -2.720 -1.050 -0.01
C -0.969 -2.435 -2.441 0.00
C 1.652 -3.679 -1.790 0.00
C -0.407 -3.764 0.353 0.00
Si 2.341 0.443 -1.938 0.00
C 2.992 2.059 -1.283 0.00
C 3.792 -0.526 -2.596 0.00
C 1.142 0.763 -3.299 0.00
H 4.232 -3.245 1.866 0.00
H 4.081 -2.761 0.160 0.00
H 2.883 -3.859 0.884 0.00
H 1.468 -1.594 3.884 0.00
H 1.263 -3.137 3.013 0.00
H 0.230 -1.752 2.624 0.00
H 4.279 -0.938 3.186 0.00
H 3.278 0.509 2.894 0.00
H 4.480 0.004 1.690 0.00
H -0.436 -2.523 -3.396 0.00
H -1.445 -1.453 -2.404 0.00
H -1.761 -3.196 -2.418 0.00
H 2.178 -3.098 -2.564 0.00
H 1.265 -4.593 -2.266 0.00
H 2.391 -3.979 -1.035 0.00
H -0.916 -3.183 1.127 0.00
H 0.438 -4.291 0.819 0.00
H -1.109 -4.520 -0.027 0.00
H 3.678 1.918 -0.431 0.00
H 2.184 2.750 -0.984 0.00
H 3.559 2.551 -2.081 0.00
H 4.535 -0.729 -1.808 0.00
H 4.291 0.036 -3.399 0.00
H 3.471 -1.493 -3.010 0.00
H 0.188 1.146 -2.912 0.00
H 0.925 -0.168 -3.843 0.00
H 1.554 1.494 -4.006 0.00
```

[2]
Below is a molecular structure, C32H88N8O8, with properties calculated with ωB97M-V/def2-TZVPD.

Properties
HOMO energy: -7.37 eV
lowest unoccupied orbital energy: 0.4 eV
E: -62850.989 eV

Structure (XYZ):
```
136
Properties=species:S:1:pos:R:3:lowdin_charge:R:1
C 0.966 2.711 -1.361 -0.03
C -0.495 2.661 -0.977 -0.29
C -1.243 4.060 -1.227 -0.05
O -0.808 5.116 -0.311 -0.22
C -1.290 4.922 0.965 -0.16
N -1.069 1.732 -1.892 -0.04
H 1.186 2.838 -2.421 0.11
H 1.491 1.773 -1.182 0.00
H 1.544 3.531 -0.935 0.06
H -0.615 2.209 0.008 0.08
H -2.321 3.900 -1.197 0.11
H -0.912 4.580 -2.125 0.13
H -0.780 4.163 1.558 0.03
H -2.372 4.791 0.991 0.12
H -1.041 5.844 1.491 0.12
H -0.505 0.911 -2.060 -0.04
H -0.880 2.230 -2.751 0.12
C 3.330 4.657 0.603 -0.04
C 1.835 4.923 0.698 -0.39
C 1.181 4.560 2.095 -0.11
O 1.566 3.243 2.486 -0.15
C 1.271 2.840 3.809 -0.07
N 1.440 6.298 0.332 0.05
H 3.930 4.952 1.464 0.08
H 3.769 5.458 0.010 0.07
H 3.599 3.691 0.176 0.08
H 1.353 4.403 -0.130 0.06
H 0.121 4.796 1.997 0.04
H 1.439 5.338 2.813 0.14
H 0.187 2.854 3.925 0.12
H 1.855 3.403 4.538 0.14
H 1.498 1.777 3.890 -0.02
H 1.765 6.528 -0.596 0.07
H 0.445 6.315 0.160 0.04
C -0.732 -2.043 -4.142 -0.07
C -1.898 -2.736 -3.601 -0.38
C -2.371 -2.049 -2.233 -0.13
O -1.469 -2.136 -1.140 -0.29
C -2.140 -2.296 0.119 -0.06
N -3.074 -2.733 -4.491 0.05
H 0.140 -2.301 -3.540 0.05
H -0.895 -0.972 -4.023 0.10
H -0.465 -2.328 -5.159 0.09
H -1.679 -3.801 -3.512 0.14
H -3.418 -2.222 -1.985 0.10
H -2.427 -0.972 -2.392 0.10
H -2.480 -1.353 0.547 0.13
H -1.293 -2.657 0.702 0.10
H -2.881 -3.095 0.150 0.16
H -2.586 -2.934 -5.352 0.07
H -3.564 -1.850 -4.501 0.06
C 3.292 0.962 -2.897 -0.04
C 2.066 0.108 -2.794 -0.36
C 2.391 -1.304 -3.102 -0.24
O 2.293 -1.483 -4.465 -0.17
C 2.208 -2.762 -5.042 -0.11
N 1.564 0.267 -1.421 -0.01
H 4.226 0.544 -2.520 0.09
H 3.129 2.015 -2.666 0.07
H 3.466 1.119 -3.961 0.08
H 1.234 0.355 -3.453 0.15
H 1.594 -1.968 -2.766 0.08
H 3.219 -1.746 -2.547 0.15
H 1.408 -3.364 -4.611 0.07
H 3.132 -3.340 -5.012 0.09
H 1.988 -2.669 -6.105 0.09
H 1.209 1.211 -1.471 -0.09
H 0.825 -0.370 -1.157 -0.03
C 0.637 -2.003 -0.482 0.03
C -0.252 -0.734 -0.253 -0.29
C 0.332 0.335 0.831 -0.04
O -0.683 1.324 1.193 -0.34
C -0.177 2.116 2.276 -0.15
N -0.604 -0.259 -1.555 0.00
H 0.185 -2.697 -1.191 0.13
H 0.881 -2.448 0.483 0.09
H 1.540 -1.759 -1.040 0.06
H -1.218 -0.988 0.183 0.06
H 1.279 0.783 0.530 0.16
H 0.578 -0.187 1.756 0.02
H -0.430 1.562 3.180 0.14
H -0.784 3.018 2.351 0.12
H 0.887 2.351 2.305 -0.08
H -1.108 -1.058 -1.913 0.02
H -1.349 0.390 -1.344 0.04
C -5.212 -0.706 -1.977 -0.06
C -4.920 0.755 -1.861 -0.43
C -3.474 1.083 -1.445 -0.16
O -3.289 0.553 -0.110 -0.16
C -2.193 0.982 0.737 -0.18
N -5.156 1.345 -3.162 0.04
H -6.267 -0.976 -2.026 0.09
H -4.693 -1.263 -1.197 0.07
H -4.826 -1.013 -2.949 0.06
H -5.532 1.202 -1.078 0.14
H -3.399 2.123 -1.130 0.11
H -2.635 0.777 -2.070 0.09
H -1.881 0.204 1.433 0.13
H -2.418 1.864 1.337 0.16
H -1.315 1.103 0.101 0.05
H -6.153 1.232 -3.272 0.07
H -5.034 2.348 -3.155 0.07
C 3.405 -3.852 2.673 -0.10
C 2.440 -2.790 2.248 -0.44
C 2.407 -1.546 3.087 -0.13
O 1.283 -0.739 2.803 -0.18
C 1.474 0.660 3.066 -0.13
N 2.876 -2.448 0.913 0.08
H 3.336 -4.087 3.735 0.08
H 4.467 -3.638 2.557 0.10
H 3.375 -4.882 2.317 0.11
H 1.370 -2.997 2.207 0.07
H 3.340 -0.989 2.998 0.14
H 2.391 -1.817 4.143 0.14
H 0.574 1.250 2.896 -0.05
H 2.223 1.092 2.402 0.16
H 1.886 0.894 4.048 0.13
H 2.262 -1.783 0.464 0.03
H 3.694 -1.918 1.177 0.08
C -0.051 -5.677 4.683 -0.06
C 0.095 -4.827 3.439 -0.42
C -0.385 -3.445 3.511 -0.13
O -0.178 -2.825 2.205 -0.19
C -0.862 -1.638 1.924 -0.20
N 1.512 -4.763 3.105 -0.01
H 0.271 -6.708 4.539 0.08
H -1.099 -5.725 4.979 0.08
H 0.541 -5.207 5.468 0.08
H -0.463 -5.431 2.724 0.14
H 0.024 -2.941 4.387 0.14
H -1.452 -3.327 3.704 0.13
H -0.182 -0.855 1.588 0.01
H -1.478 -1.297 2.755 0.15
H -1.446 -1.749 1.010 -0.12
H 2.148 -4.563 3.864 0.05
H 1.436 -3.896 2.594 -0.04
```

[3]
Below is a single C2H3N2O2P molecule, with properties calculated with ωB97M-V/def2-TZVPD.

Properties
HOMO energy: -10.14 eV
lowest unoccupied orbital energy: 0.4 eV
E: -18486.315 eV

Structure (XYZ):
```
10
Properties=species:S:1:pos:R:3:lowdin_charge:R:1
C 0.246 -0.906 0.214 -0.65
C 2.301 0.230 -0.270 -0.29
N 1.103 0.083 -0.284 0.21
N -1.079 -0.597 0.031 -0.25
O 0.601 -1.928 0.708 0.10
O 3.341 0.656 -0.445 0.23
P -2.063 0.910 -0.113 0.79
H -1.405 1.667 0.968 -0.10
H -1.594 -1.390 0.487 0.10
H -1.452 1.275 -1.296 -0.14
```

[4]
Below is a single C6H13N3 molecule, with properties calculated with ωB97M-V/def2-TZVPD.

Properties
HOMO energy (alpha / beta): -7.13 / -7.13 eV
lowest unoccupied orbital energy (alpha / beta): 0.8 / 0.8 eV
E: -10899.867 eV

Structure (XYZ):
```
22
Properties=species:S:1:pos:R:3:lowdin_charge:R:1
C -1.199 0.599 0.620 -0.13
C -0.223 -1.579 -0.727 -0.08
C -2.636 0.250 0.300 -0.13
C 1.770 -0.221 0.117 -0.43
C -0.238 0.919 -0.972 -0.22
C 0.395 -0.223 -0.464 -0.28
N 2.121 -1.353 0.835 0.13
N 0.399 2.102 -1.038 0.04
N 2.565 0.772 -0.084 0.11
H 2.940 -1.307 1.420 0.09
H 1.411 -1.999 1.129 0.08
H -0.105 2.909 -1.359 0.08
H 1.385 2.173 -0.788 0.05
H 3.463 0.651 0.383 0.05
H -1.068 1.633 0.920 0.10
H -0.827 -0.018 1.444 0.09
H 0.481 -2.198 -1.288 0.09
H -0.487 -2.131 0.186 0.07
H -1.122 -1.463 -1.325 0.08
H -2.752 -0.795 0.013 0.06
H -3.256 0.410 1.190 0.07
H -3.015 0.869 -0.512 0.07
```

[5]
Below is 2 unconnected molecules or ions with the total composition C3F4IN, with properties calculated with ωB97M-V/def2-TZVPD.

Properties
HOMO energy: -9.95 eV
lowest unoccupied orbital energy: -0.4 eV
E: -23569.104 eV

Structure (XYZ):
```
9
Properties=species:S:1:pos:R:3:lowdin_charge:R:1
C 2.128 -0.171 -0.865 -0.90
C -0.804 0.319 1.027 -0.33
C -1.269 0.140 -0.205 -0.34
N 2.365 0.936 -1.000 0.06
F 0.235 1.072 1.337 0.14
F -1.361 -0.221 2.097 0.15
F -2.314 -0.611 -0.497 0.15
F -0.731 0.667 -1.291 0.13
I 1.751 -2.132 -0.601 0.93
```